Molecular formula: C57H132N8O13
Method: DFT, ωB97M-V with the def2-TZVPD basis set

The geometry in XYZ format:
```
210
Properties=species:S:1:pos:R:3:forces:R:3
O 7.91948 -6.74214 9.58363 -0.2 0.3 0.3
O 11.55103 4.05268 -6.36541 -0.2 1.0 -3.6
O 8.87680 1.93780 9.04848 1.4 1.4 -1.4
O 16.13358 0.09726 6.19420 0.7 -1.4 -0.7
O 14.67821 4.83488 8.22571 0.3 -0.1 -1.1
O 5.79142 7.14008 -1.85621 0.2 -1.0 -0.3
O 6.30388 -2.49708 12.04839 -1.1 -1.4 1.4
O 11.34856 -4.53547 5.01575 0.8 2.7 -1.2
O 17.50555 4.18228 9.48441 0.7 -0.7 0.7
O 16.67119 5.13122 0.11527 -0.2 -0.4 0.0
O 12.59216 0.42585 3.36033 -1.1 0.3 -0.4
O 17.25371 6.88418 2.81071 -1.0 -0.3 0.1
O 10.25981 7.52250 3.01738 -0.3 -0.2 -1.3
N 11.48578 3.79089 -5.07848 0.6 -3.1 4.2
N 11.56878 1.30176 3.59231 0.0 -1.7 -0.1
N 15.16135 5.56860 5.50828 -2.0 -0.2 0.0
N 9.30409 -4.61185 7.92827 0.1 0.0 0.9
N 7.34020 -0.39974 9.16076 2.1 0.4 -1.4
N 17.76273 2.48608 7.29114 -1.2 -1.5 0.1
N 8.57058 7.51931 0.69755 1.2 0.3 -0.3
N 15.98179 3.98623 -0.40142 -0.3 1.0 -1.0
C 14.55630 1.51335 0.17233 1.5 0.1 -2.5
C 10.36825 0.97868 2.79534 -3.0 0.3 0.2
C 14.53888 4.13923 -0.06743 -0.1 -1.5 1.7
C 12.03619 6.08930 -4.28975 -1.8 -1.6 -0.2
C 10.11518 6.38757 2.05720 0.1 -0.8 2.6
C 13.02412 2.54423 5.20406 -0.7 -0.2 -0.1
C 12.56234 1.52345 -5.36977 -0.9 0.5 -0.4
C 9.55549 5.32397 -4.83082 -0.5 0.4 0.2
C 11.62434 1.91972 4.97930 -1.2 0.7 -0.6
C 9.93484 -5.60911 8.80315 -0.1 -1.3 -0.8
C 10.93079 4.87104 -4.25603 0.1 -0.5 -0.5
C 11.05262 -4.17373 6.36435 -0.6 -2.8 -1.2
C 6.98464 0.79320 8.42698 -2.6 -0.8 0.4
C 16.79513 2.16260 8.34918 1.5 -0.8 1.9
C 9.32819 2.19086 2.88699 -1.0 -1.4 1.5
C 17.87785 4.96255 10.66299 -1.9 -0.7 -0.7
C 13.79805 2.75394 -0.33044 0.4 0.3 0.1
C 12.43565 -3.71315 4.53003 1.2 -2.8 0.3
C 9.61350 -0.40887 3.25331 1.4 -0.3 1.4
C 11.23885 0.83857 5.98040 0.3 -0.7 -0.3
C 7.05125 -3.18371 13.13005 -1.3 -0.1 -1.1
C 10.75138 4.27105 -2.81810 1.1 1.4 0.4
C 9.73748 3.08274 8.83280 0.9 -0.7 -0.3
C 11.42993 7.39601 3.86210 -0.9 -1.4 -0.7
C 8.05414 -6.72983 11.01741 0.6 -1.3 -0.3
C 7.01681 6.78887 -1.11300 0.3 2.2 -1.4
C 17.33284 2.73719 9.76112 0.1 1.3 -1.8
C 10.17397 2.91215 -2.66730 -0.5 -0.7 -1.1
C 8.79133 6.22941 1.36293 -1.2 2.1 -2.1
C 13.91995 5.29239 -0.90950 0.4 -0.4 0.7
C 17.22495 2.22400 5.90063 0.4 1.7 0.7
C 17.13954 0.77843 5.39300 -0.8 0.6 1.6
C 7.06622 -1.78381 11.15343 1.9 1.6 0.8
C 13.75357 4.46283 9.20967 0.9 -0.8 -0.5
C 7.31862 7.85537 0.02950 -0.8 -1.5 0.6
C 11.25244 2.25983 -4.90507 0.2 0.8 1.2
C 10.50459 0.70045 1.30343 1.9 0.7 -0.2
C 11.06864 1.87956 -3.41692 -1.0 1.0 0.5
C 9.09724 -6.91878 8.79824 0.4 0.9 1.0
C 14.38263 6.13218 7.72506 0.5 -0.3 0.7
C 16.75295 2.79617 -0.14844 2.1 -0.2 1.2
C 17.29779 2.66114 1.35275 -0.6 0.1 0.2
C 15.83743 -1.23551 5.68186 -0.2 0.7 0.2
C 8.10803 1.57192 7.87262 -0.4 1.2 2.3
C 18.02975 2.67687 -1.05848 -0.2 0.4 0.8
C 16.21932 5.59746 4.58378 2.2 -0.3 -0.9
C 15.96475 1.57993 -0.51748 -0.6 -0.4 1.5
C 14.39292 4.38727 1.47261 0.3 0.9 0.5
C 17.39471 8.14594 2.22991 0.3 -0.2 -1.7
C 9.08169 2.73874 4.34178 2.0 -1.3 -1.3
C 6.38432 -0.99767 10.02388 -0.3 -2.4 0.5
C 9.64895 -4.78252 6.55302 0.3 1.7 -0.1
C 5.61789 6.44505 -3.16758 0.5 -0.3 1.9
C 9.95695 1.69407 -5.57187 1.5 0.0 -0.6
C 16.49523 6.98125 4.00162 1.2 -0.4 1.1
C 10.50567 2.97756 4.99314 -1.3 1.9 -0.7
C 15.32316 6.47075 6.60830 -0.6 0.0 0.5
H 6.36831 6.78793 -3.87990 0.1 -0.2 0.1
H 11.25116 -0.06191 1.08083 -0.6 -0.7 0.1
H 15.77670 2.52395 8.20654 -0.1 0.5 -0.2
H 11.65482 8.18753 4.57695 -0.4 0.8 -0.9
H 10.25458 3.36066 9.75120 -0.3 -0.3 0.1
H 10.27750 3.38980 5.97605 0.7 -0.4 0.3
H 18.50400 4.42797 11.37732 0.0 -0.1 -0.1
H 8.51727 -5.92074 11.58221 0.1 1.0 -0.9
H 12.80063 2.66591 0.10028 -0.2 0.9 0.2
H 10.85183 6.27516 1.26171 0.5 0.9 0.2
H 11.73327 -0.11235 5.78189 0.2 0.0 0.1
H 12.83655 5.30417 -0.79027 0.0 -0.1 -0.1
H 13.19215 2.18273 -5.96707 -0.5 -0.3 -0.8
H 16.67397 2.48516 10.59207 -0.8 0.5 -0.1
H 17.83099 8.92259 2.85807 -0.2 0.0 0.4
H 9.42436 5.16909 -5.90176 0.6 0.1 -0.1
H 12.68178 -4.00512 3.50912 -0.9 0.7 -0.4
H 16.94676 5.62305 -0.66176 0.0 0.0 -0.2
H 9.54893 -5.78727 6.14246 0.7 -0.4 0.1
H 5.95758 -1.81668 9.44491 -1.3 0.4 -0.1
H 8.72410 -7.55594 11.25575 -0.3 -0.5 0.3
H 6.79952 -2.81827 14.12563 -0.2 0.5 -0.2
H 9.41348 4.01036 8.36095 -1.7 0.1 0.4
H 18.00740 1.84688 1.49954 -0.1 -0.3 -0.5
H 10.20930 5.50572 2.69090 0.4 -0.4 0.1
H 8.96501 5.55896 0.52124 0.0 -0.9 0.4
H 17.95348 3.44425 7.54730 0.4 0.6 -1.3
H 13.39137 4.70209 1.76567 -0.2 0.1 -0.2
H 16.70183 -1.76416 5.28005 0.3 0.1 0.5
H 8.75085 -0.75085 2.68147 0.1 0.9 -0.5
H 18.76773 3.42882 -0.77908 -0.1 0.3 -0.4
H 9.30617 -0.51311 4.29388 0.0 0.8 0.2
H 8.13792 -3.20301 13.04711 0.0 0.3 -0.5
H 9.48214 0.52937 0.96665 0.4 -0.3 -0.3
H 17.79831 3.50220 1.83254 0.0 0.6 -0.8
H 14.71425 3.63865 2.19677 -0.4 -1.2 -0.6
H 16.18460 4.90083 3.74617 -0.8 -0.2 0.0
H 15.11589 -1.23765 4.86487 -0.1 0.6 -0.4
H 8.79939 -7.20820 7.79046 -0.5 0.7 -0.2
H 13.01708 3.06094 6.16379 -0.1 -0.2 0.1
H 10.27879 -5.21786 9.76060 -1.2 0.1 0.5
H 9.89184 0.68583 -5.16284 -0.6 0.1 0.0
H 14.92232 4.65742 5.87259 0.4 -0.2 -0.2
H 12.25004 7.15557 3.18556 0.5 0.1 0.5
H 13.32523 -4.15705 4.97691 0.5 0.2 0.6
H 12.05808 1.74249 -2.98065 -0.1 0.6 0.5
H 13.91950 5.11605 10.06633 -1.0 0.2 0.2
H 13.81336 1.79285 5.22899 0.0 0.0 0.1
H 16.78219 0.61459 4.37636 0.4 0.8 -0.4
H 15.90359 1.54478 -1.60520 -0.5 -0.1 0.0
H 11.73220 -4.81581 6.92470 0.3 0.6 0.7
H 5.61663 5.37463 -2.96190 0.9 -0.3 -0.1
H 10.11123 1.51497 -6.63593 -0.3 0.5 -0.2
H 18.29231 5.94639 10.44306 0.2 -0.3 -0.6
H 13.62233 2.69095 -1.40434 0.2 -0.3 -0.2
H 15.03233 7.46905 6.28131 0.5 0.3 0.1
H 10.31729 -1.23803 3.18069 0.4 0.1 -0.3
H 10.58191 0.91202 -3.29418 0.1 -0.2 -0.4
H 17.22493 7.45200 4.66043 -0.5 0.6 0.7
H 7.83891 6.85830 -1.82534 0.3 0.2 -0.2
H 18.30297 2.44116 10.16025 0.3 -0.7 -0.8
H 11.61757 6.90123 -3.69509 0.5 0.1 0.2
H 8.38663 1.68890 2.66431 -0.1 -0.1 -0.4
H 13.01749 5.71833 -3.99390 -0.2 0.0 0.6
H 9.70300 -7.79638 9.02401 0.1 -0.1 1.1
H 15.09437 5.11818 1.87489 -0.2 0.9 -0.7
H 11.21438 6.58683 4.55986 0.3 -0.7 -0.1
H 8.48352 2.00304 4.87939 0.1 -0.1 0.2
H 16.70958 1.07686 8.39339 0.0 0.0 0.3
H 8.45756 3.62749 4.24848 0.5 0.3 0.4
H 17.94122 2.75179 5.27096 -0.1 -0.1 -0.4
H 6.26976 1.27584 9.09340 0.3 1.4 0.0
H 9.39417 2.93134 2.08985 0.8 0.2 0.3
H 12.79552 4.39527 8.69422 -0.7 0.5 0.8
H 18.53550 1.73745 -0.83528 -0.2 -0.2 0.1
H 12.53789 -2.65658 4.77764 -1.0 0.2 -0.2
H 9.29495 6.35920 -4.61056 0.5 0.3 -0.1
H 6.65793 -4.19825 13.06591 0.3 -0.1 0.2
H 18.18571 0.48746 5.48758 -0.1 -1.2 0.2
H 9.08141 2.30953 -5.36511 0.1 -0.2 0.0
H 12.43622 4.38105 -6.53922 0.2 0.0 -0.2
H 16.60857 0.76673 -0.18237 -0.3 -0.4 -0.2
H 16.86827 5.13444 11.03623 0.3 0.3 1.1
H 10.93147 -5.91202 8.48210 0.0 0.2 -1.0
H 8.26935 -0.24660 9.52588 -0.1 -0.2 0.6
H 7.07151 -6.86865 11.46826 0.0 -0.2 -0.4
H 13.23833 3.32030 4.46927 0.0 -0.1 -0.2
H 14.62542 1.35279 1.24822 0.0 0.3 0.1
H 11.53755 1.19836 6.96500 -0.2 -0.1 0.0
H 12.18689 6.44461 -5.30914 -0.4 0.0 -0.1
H 14.27549 6.26921 -0.58161 0.1 -0.1 0.2
H 10.93558 1.53509 0.75052 -0.3 0.5 0.1
H 16.28005 2.75994 5.81104 -0.5 -0.1 -0.2
H 11.72448 4.18144 -2.33526 0.3 0.7 0.0
H 16.49861 2.47771 2.07092 -0.4 -0.3 -0.1
H 7.31037 8.91666 -0.21888 0.3 -0.3 -0.8
H 13.29515 1.21275 -4.62508 -0.6 0.0 0.7
H 9.14696 3.06828 -2.99743 -0.3 -1.0 -1.0
H 8.95457 8.13275 1.40206 -0.8 1.2 -0.6
H 6.47200 7.78414 0.71234 -0.4 -0.2 0.4
H 8.67317 4.83347 -4.41969 0.2 -0.7 0.4
H 9.93687 2.59210 -1.65268 0.8 0.2 0.5
H 7.82508 6.02839 1.82560 0.4 -0.9 1.1
H 7.12923 5.76752 -0.74927 -1.0 -0.2 0.3
H 6.36252 0.65748 7.54230 -0.3 -1.0 -0.3
H 8.92973 -4.22907 5.94926 0.0 0.4 0.0
H 13.99893 3.44568 9.51512 0.1 0.0 0.1
H 7.49006 -1.00600 11.78862 1.1 0.4 -0.2
H 4.63172 6.48965 -3.62971 -0.2 1.3 0.6
H 13.34497 6.19743 7.39778 -0.3 0.0 0.1
H 14.17687 5.21966 -1.96628 -0.1 -0.4 0.0
H 17.13464 5.29716 5.09379 0.6 -0.1 0.1
H 7.83839 -2.45577 10.77881 0.3 0.2 -0.5
H 18.05883 8.02359 1.37429 0.3 -0.1 0.1
H 10.16431 0.66975 5.90994 0.2 0.0 0.3
H 14.59601 6.80595 8.55488 -0.4 0.5 0.0
H 17.78336 2.64279 -2.11972 0.0 0.5 0.0
H 15.56448 7.54844 4.01151 -0.1 0.3 -0.8
H 5.67427 -0.31311 10.48789 -0.3 0.1 -0.3
H 16.46394 8.44169 1.74588 -0.4 0.5 0.4
H 7.71631 2.52446 7.51580 -0.1 -0.1 -0.7
H 10.51278 2.89766 8.08933 0.5 -0.9 0.1
H 8.29619 -4.63921 7.98742 0.0 -0.2 0.7
H 13.34477 0.96808 3.11303 0.9 0.3 0.1
H 14.16400 0.61142 -0.29748 -0.7 -0.1 0.4
H 12.17900 0.62658 -5.85636 0.7 0.0 -0.5
H 10.89573 3.82172 4.42451 0.2 0.3 0.0
H 11.19892 -3.11202 6.56306 -0.4 0.0 0.1
H 15.31242 -1.81683 6.43984 0.5 0.1 0.4
H 10.10126 4.96185 -2.28123 0.3 0.4 0.3
H 8.52207 0.94910 7.07967 1.0 0.2 0.2
H 16.31030 6.43716 7.06931 0.5 0.2 -0.3
```
Forces are in eV/Å.

Calculated total energy in eV: -99761.328
Kohn-Sham gap (alpha / beta) in eV: 7.370 / 3.126
Expectation value of S²: 0.755
LUMO (alpha / beta) in eV: -2.07 / -6.31
Strongest force on any atom in hartree/bohr: 0.102
2S+1: 2
Total charge: +1